Below is a cluster of 2 separate species, C4H7NOS in total, with properties calculated with wB97M-V/def2-TZVPD.

```
14
Properties=species:S:1:pos:R:3:nbo_charge:R:1
C -2.2512 0.3141 -0.1459 -0.1114
C -0.7044 0.4513 -0.2172 -0.1465
C -0.2237 1.7459 -0.1711 -0.3582
C -0.0119 -0.7797 -0.5578 0.0608
H -3.2865 -0.3074 1.7003 0.4426
H -2.6333 1.2179 0.6172 0.1787
H -2.8772 0.3446 -1.1729 0.2078
H -1.0000 2.5982 -0.1686 0.2338
H 0.9268 1.7024 -0.5257 0.2351
H -0.6918 -1.4740 -1.1833 0.2162
H 3.4091 -0.7582 0.6355 0.1196
N 1.3496 -0.9508 -0.6310 -0.5148
O -2.7824 -0.9683 0.5418 -0.7039
S 2.3821 0.0430 0.4207 0.1403
```

Properties
Lowest unoccupied orbital energy   -0.42 eV
HOMO   -8.90 eV
Energy above the lowest of the compared OMol25 structures with the same formula, charge and spin   156.67 kcal/mol
Frontier orbital gap   8.48 eV
E_tot   -18627.7559 eV



Below is a structure of composition C17H23ClN2Os, with properties calculated with wB97M-V/def2-TZVPD.

```
44
Properties=species:S:1:pos:R:3:lowdin_spin:R:1
C -0.0208 5.1471 -1.0705 0.0002
C -1.4936 5.5489 -1.1549 0.0000
C 0.7010 5.9369 0.0213 0.0001
C 0.6716 5.3238 -2.4222 0.0000
Cl 0.0564 3.3595 -0.6178 0.0006
H 0.6605 6.9930 -0.2348 0.0000
H 1.7507 5.6448 0.1030 0.0000
H 0.2265 5.8030 0.9964 0.0000
H -1.5470 6.6028 -1.4181 0.0000
H -2.0058 5.4091 -0.1999 0.0000
H -2.0250 4.9786 -1.9206 0.0000
H 0.6311 6.3765 -2.6928 0.0000
H 0.1757 4.7502 -3.2090 0.0000
H 1.7211 5.0223 -2.3816 0.0000
C -0.8701 -2.3522 2.3796 0.2097
C 0.1607 -1.4783 2.8222 0.0435
C -0.1256 -0.1719 2.2969 0.0388
H 1.0180 -1.7783 3.4195 0.0050
C -1.4430 -0.2231 1.7151 0.2564
C -1.8910 -1.5518 1.7445 0.1321
H -2.8143 -1.8963 1.2668 0.0040
H -0.8591 -3.4325 2.5664 0.0098
H 0.4790 0.7198 2.4507 0.0024
H -1.9806 0.6064 1.2480 0.0118
C 1.7522 -2.3499 -1.1444 0.1197
C 1.9818 -2.9667 0.1375 0.2006
C 2.4386 -1.9604 1.0317 0.0462
H 1.8663 -4.0215 0.4163 0.0096
C 2.3162 -0.6964 0.3626 0.0362
C 1.9888 -0.9719 -1.0111 0.2301
H 1.8551 -0.2286 -1.8020 0.0119
H 1.3633 -2.8273 -2.0497 0.0037
H 2.7706 -2.1317 2.0537 0.0049
H 2.5460 0.2775 0.7931 0.0026
Os 0.4526 -1.5560 0.8032 2.4007
N -1.1169 -5.8401 -1.1909 0.0065
C -2.2447 -5.6403 -0.3566 0.0087
C -2.0462 -4.4090 0.2299 0.0078
N -0.8608 -3.8645 -0.2141 0.1809
C -0.3157 -4.7268 -1.0558 0.0139
H -0.8584 -6.6132 -1.8102 0.0007
H -3.0452 -6.3488 -0.2258 0.0010
H -2.6439 -3.8458 0.9295 -0.0002
H 0.6241 -4.6174 -1.6049 -0.0002
```

Properties
Lowest unoccupied orbital energy (alpha / beta)   -7.26 / -10.81 eV
HOMO (alpha / beta)   -13.58 / -14.97 eV
Energy above the lowest of the compared OMol25 structures with the same formula, charge and spin   0.00 kcal/mol
2S+1   5
Frontier orbital gap (alpha / beta)   6.32 / 4.16 eV
E_tot   -35950.3759 eV
Charge   +2



> The highest E_tot belongs to which entry?

C4H7NOS